(1)
{"formula": "C19H21N5O2", "method": "wB97M-V/def2-TZVPD", "e_lumo_ev": -1.07, "e_homo_ha": -0.2836, "smiles": "C[C@H](Nc1nn(C)c(=O)c2ccccc12)/C(=C1/C=CC(=O)N=C1)N(C)C", "de_lowest_kcal_mol": 111.81, "max_force_ha_per_bohr": 0.1107, "homo_lumo_gap_ev": 6.647, "symbols": ["C", "C", "N", "C", "N", "N", "C", "C", "O", "C", "C", "C", "C", "C", "C", "C", "C", "C", "C", "C", "O", "N", "C", "N", "C", "C", "H", "H", "H", "H", "H", "H", "H", "H", "H", "H", "H", "H", "H", "H", "H", "H", "H", "H", "H", "H", "H"], "xyz": [[-0.6358, -2.2106, 1.7660], [0.4145, -1.0885, 1.3987], [-0.3900, 0.1636, 1.6235], [-1.1601, 0.8739, 0.7481], [-1.2596, 0.3336, -0.4516], [-1.9452, 0.8934, -1.4148], [-2.0482, 0.1613, -2.6599], [-2.7043, 2.1231, -1.2486], [-3.6166, 2.3989, -2.0624], [-2.5816, 2.6736, 0.1223], [-3.4236, 3.6997, 0.5089], [-3.3603, 4.3063, 1.7233], [-2.4150, 3.8567, 2.6305], [-1.8108, 2.6433, 2.3691], [-1.8014, 2.1238, 1.1473], [1.3443, -1.4308, 0.1781], [2.3175, -0.5608, -0.3231], [3.2771, -0.9854, -1.3591], [4.3603, -0.2014, -1.5892], [4.5774, 0.9329, -0.8360], [5.7077, 1.3650, -0.6316], [3.6432, 1.3813, 0.0497], [2.5739, 0.6891, 0.3172], [1.1818, -2.7337, -0.4214], [2.0673, -3.9132, -0.3110], [0.1980, -2.7051, -1.5121], [-1.3263, -2.4819, 1.0100], [-0.0137, -3.1461, 1.9755], [-1.1245, -2.0573, 2.7487], [1.1868, -0.9955, 2.1974], [-0.2085, 0.6386, 2.4692], [-2.1759, 0.8981, -3.5484], [-1.2457, -0.5840, -2.8727], [-3.0097, -0.4193, -2.6556], [-4.1645, 4.0545, -0.2294], [-4.0602, 5.1541, 1.7756], [-2.1279, 4.4126, 3.5548], [-1.0590, 2.2565, 3.0704], [3.1498, -1.8798, -1.8614], [4.9473, -0.6354, -2.3989], [1.9472, 1.1697, 0.9763], [2.7897, -4.0691, -1.1780], [2.6650, -3.9636, 0.5691], [1.5164, -4.8975, -0.1458], [-0.0945, -3.7690, -1.7751], [0.5893, -2.2188, -2.4030], [-0.6918, -2.2571, -1.0404]], "atomic_forces_ev_per_a": [[3.3191, -1.6986, 1.5716], [-1.5105, -0.0776, 1.1272], [1.1621, 0.0288, -0.7426], [0.4645, -1.2171, -2.0180], [1.3425, -0.2258, 2.6366], [-1.5920, 3.3352, -1.1317], [-1.5141, 0.1150, -1.9842], [-1.5807, -3.0137, -0.7910], [2.3855, 0.1757, 1.3273], [-0.3586, 0.2916, -0.1129], [-1.0639, 0.1894, -2.1450], [-0.4517, 1.0748, -0.1102], [-0.1276, 0.4776, 1.5049], [2.0722, 1.5211, 2.9147], [-0.4284, -2.5674, -4.0129], [0.7171, 0.5941, -1.2989], [-1.4796, -2.8108, 0.9216], [0.1485, 2.8485, 1.7802], [-2.3468, -4.1556, -3.0987], [3.2643, 1.3463, 2.7854], [0.1542, 0.2632, -1.1111], [-2.9078, 0.5541, 1.0160], [3.0698, 0.8520, -2.1046], [0.1191, -0.2472, 0.3137], [-0.2170, -0.6803, -0.9761], [-0.4316, -1.8206, 1.2835], [-0.6887, 0.1983, -0.7678], [-0.8456, 0.8348, -0.4681], [0.1552, 0.5437, -0.7979], [-0.7129, -0.4160, -0.1387], [0.4084, 0.1375, 0.7626], [0.4434, -1.1753, 1.6366], [-0.2921, 1.0422, 0.6550], [0.6879, 0.3997, -0.0089], [0.5500, -0.2108, 0.3779], [0.7389, -0.2545, 0.8790], [-0.6680, -0.5994, -0.7679], [-0.6118, 0.2085, 0.0762], [-0.3607, -1.6230, -0.8719], [0.7385, 0.9437, 0.4080], [-1.7177, 0.4959, 1.5660], [-0.9373, 0.2807, 0.7598], [0.6149, 0.9382, 0.8280], [-0.0526, 1.3268, -0.7701], [0.4344, 1.1271, 0.2551], [-0.2479, 0.3488, -0.1348], [0.1550, 0.3002, -1.0229]]}

---

(2)
{"formula": "FH3O3Si", "method": "wB97M-V/def2-TZVPD", "e_lumo_ev": 0.37, "e_homo_ha": -0.4395, "smiles": "O[Si](O)(O)F", "de_lowest_kcal_mol": 0.00, "max_force_ha_per_bohr": 0.0570, "homo_lumo_gap_ev": 12.331, "symbols": ["O", "Si", "O", "O", "F", "H", "H", "H"], "xyz": [[0.4047, -1.0676, 1.2301], [-0.0274, -0.0504, -0.0121], [0.3954, -0.5278, -1.5156], [0.4435, 1.4378, 0.3265], [-1.6296, -0.1228, -0.0141], [-0.2360, -1.7334, 1.3371], [0.8751, 0.1096, -2.0272], [-0.2256, 1.9545, 0.6754]], "atomic_forces_ev_per_a": [[1.0584, 1.8583, -1.3173], [-0.6348, -1.7654, 0.3810], [0.0181, -0.2434, 0.8857], [2.2258, -0.7826, -1.1168], [-0.0319, 0.1488, 0.0485], [-1.1247, -1.5012, 0.4021], [0.3830, 0.3934, -0.4774], [-1.8940, 1.8921, 1.1942]]}

---

(3)
{"formula": "C3H10SSi", "method": "wB97M-V/def2-TZVPD", "e_lumo_ev": 0.99, "e_homo_ha": -0.3199, "smiles": "CC(C)S[SiH3]", "de_lowest_kcal_mol": 12.34, "max_force_ha_per_bohr": 0.1127, "homo_lumo_gap_ev": 9.691, "symbols": ["C", "C", "C", "S", "Si", "H", "H", "H", "H", "H", "H", "H", "H", "H", "H"], "xyz": [[-0.6878, -0.6997, -1.0744], [-0.5188, 0.4033, -0.0128], [-1.8451, 1.1852, 0.7848], [0.5233, -0.1571, 1.3087], [2.4913, -0.6590, 0.3078], [-1.4957, -0.5092, -1.7703], [0.1363, -0.7799, -1.7233], [-0.8726, -1.7290, -0.7063], [-0.0962, 1.4154, -0.3723], [-2.6563, 0.8602, 0.1511], [-1.5561, 2.1477, 0.7136], [-2.0088, 0.8498, 1.8270], [2.9664, 0.2956, -0.6402], [2.3119, -1.8715, -0.3078], [3.3081, -0.7518, 1.5145]], "atomic_forces_ev_per_a": [[-1.7299, 0.1144, 0.5658], [-1.0049, 2.6678, 0.7918], [1.1076, -5.5944, -1.0230], [1.9801, -0.2976, 0.1385], [-1.8454, 1.4975, 2.4475], [-0.5041, 0.3523, -0.0421], [1.5384, 0.1061, -0.5516], [0.1202, 0.7596, 0.4101], [-0.1363, -2.1265, -0.3777], [-0.6547, 0.5861, 0.0411], [0.2706, 3.2619, -0.0527], [0.2520, 0.0935, -0.6659], [0.2671, 0.8232, -0.5781], [-0.0775, -2.1669, -1.1466], [0.4170, -0.0769, 0.0430]]}

---

(4)
{"formula": "C38H26Cl2NO2S2SbV", "method": "wB97M-V/def2-TZVPD", "e_lumo_ev": -10.75, "e_homo_ha": -0.6043, "max_force_ha_per_bohr": 0.0102, "total_charge": 3, "homo_lumo_gap_ev": 5.693, "symbols": ["V", "S", "C", "C", "C", "C", "C", "C", "N", "C", "C", "C", "C", "C", "C", "C", "H", "H", "H", "H", "H", "H", "H", "H", "Cl", "C", "C", "C", "Cl", "C", "O", "C", "C", "O", "C", "H", "H", "H", "S", "Sb", "C", "C", "C", "C", "C", "C", "C", "C", "C", "C", "C", "C", "C", "C", "C", "C", "C", "C", "H", "H", "H", "H", "H", "H", "H", "H", "H", "H", "H", "H", "H", "H", "H"], "xyz": [[0.3732, 0.7395, 1.4501], [4.2087, 0.9758, 3.6386], [4.6476, 0.9889, 1.9533], [5.9205, 1.0487, 1.3941], [6.0096, 1.0406, 0.0163], [4.8647, 0.9723, -0.7878], [3.6014, 0.9107, -0.2357], [3.5047, 0.9192, 1.1542], [2.3392, 0.8602, 1.9156], [2.5764, 0.8916, 3.2161], [1.3996, 0.8156, 4.0735], [1.3993, 0.8681, 5.4519], [0.1867, 0.7772, 6.1361], [-1.0144, 0.6389, 5.4522], [-1.0339, 0.5950, 4.0637], [0.1765, 0.6780, 3.3778], [6.8094, 1.1010, 2.0095], [6.9834, 1.0899, -0.4520], [4.9788, 0.9719, -1.8640], [2.7167, 0.8686, -0.8660], [2.3232, 0.9815, 6.0069], [0.1851, 0.8144, 7.2175], [-1.9424, 0.5632, 6.0035], [-1.9699, 0.4702, 3.5382], [-4.6088, 5.9364, 0.8534], [-3.6316, 4.5402, 0.9605], [-4.2197, 3.3092, 1.2283], [-3.4571, 2.1470, 1.3210], [-4.1819, 0.6433, 1.6843], [-2.0926, 2.2437, 1.1528], [-1.2991, 1.1522, 1.2108], [-1.4845, 3.4834, 0.8975], [-0.0695, 3.5541, 0.7192], [0.7240, 2.5821, 0.8139], [-2.2617, 4.6390, 0.7925], [-5.2916, 3.2511, 1.3749], [0.3764, 4.5201, 0.4750], [-1.8057, 5.6010, 0.5910], [0.5668, -1.2946, 0.7659], [-0.4839, -1.7060, -1.4103], [0.5221, -0.3697, -2.6273], [1.3910, -0.8772, -3.5889], [2.0785, 0.0070, -4.4114], [1.8956, 1.3751, -4.2686], [1.0228, 1.8763, -3.3054], [0.3325, 1.0051, -2.4797], [0.0471, -3.6740, -1.7021], [1.3462, -4.1053, -1.4312], [1.6813, -5.4224, -1.6902], [0.7301, -6.2915, -2.2168], [-0.5596, -5.8528, -2.4888], [-0.9124, -4.5374, -2.2311], [-2.5268, -1.4441, -1.3402], [-3.1204, -0.4748, -2.1492], [-4.5033, -0.4196, -2.2262], [-5.2757, -1.3184, -1.4998], [-4.6767, -2.2739, -0.6843], [-3.2959, -2.3432, -0.5994], [1.5320, -1.9452, -3.7099], [2.7499, -0.3771, -5.1681], [2.4255, 2.0592, -4.9197], [0.8727, 2.9444, -3.2188], [-0.3683, 1.3980, -1.7512], [2.0907, -3.4329, -1.0208], [2.6827, -5.7750, -1.4835], [0.9989, -7.3204, -2.4170], [-1.2907, -6.5344, -2.9016], [-1.9195, -4.2004, -2.4489], [-2.5219, 0.1967, -2.7522], [-4.9774, 0.3084, -2.8715], [-6.3549, -1.2823, -1.5777], [-5.2861, -2.9765, -0.1313], [-2.8336, -3.1049, 0.0184]], "atomic_forces_ev_per_a": [[-0.1165, 0.1188, 0.1050], [0.0681, 0.0287, 0.0393], [0.0283, 0.0060, 0.0255], [0.0476, 0.0061, -0.0140], [0.0393, 0.0036, 0.0154], [-0.0089, -0.0049, -0.0263], [-0.0614, -0.0117, -0.0394], [-0.1286, 0.0119, -0.0054], [-0.0412, 0.0367, 0.0518], [0.0099, -0.0585, -0.0550], [0.0191, -0.1009, 0.0017], [-0.0297, 0.0261, 0.0899], [-0.0001, -0.0050, 0.0055], [0.0066, 0.0011, 0.0381], [0.0790, -0.0303, 0.0422], [0.0294, 0.0059, 0.0133], [-0.0397, -0.0057, -0.0064], [-0.0119, -0.0004, 0.0172], [-0.0116, -0.0001, 0.0235], [0.0757, 0.0110, 0.0706], [0.0009, 0.0007, -0.0307], [0.0008, -0.0020, -0.0096], [0.0111, 0.0009, -0.0119], [-0.0219, 0.0034, -0.0200], [-0.0130, 0.0038, -0.0041], [-0.0365, 0.1862, -0.0191], [-0.1211, -0.2030, 0.0512], [-0.2136, 0.2346, 0.0435], [-0.0425, -0.1164, -0.0563], [0.4534, -0.2641, -0.0368], [-0.1514, -0.0510, -0.0414], [0.1754, 0.0960, -0.0395], [-0.0448, -0.2301, 0.0360], [-0.0927, 0.1609, -0.2348], [0.0522, 0.0857, -0.0159], [0.0216, -0.0035, -0.0070], [0.0409, 0.0295, -0.0196], [0.0042, -0.0299, 0.0058], [0.0194, -0.0079, 0.0141], [0.0735, 0.0124, 0.0452], [0.0469, 0.1303, -0.1208], [0.0109, -0.0285, 0.0159], [0.0098, 0.0176, 0.0005], [-0.0013, 0.0145, 0.0016], [0.0334, -0.0106, -0.0342], [-0.0026, -0.0240, -0.0487], [0.0598, -0.2203, -0.0679], [0.0214, 0.0864, 0.0308], [-0.0358, -0.0640, -0.0293], [-0.0060, 0.0157, 0.0034], [0.0711, -0.0444, 0.0069], [-0.0817, 0.0655, -0.0078], [-0.2191, 0.0644, 0.0741], [0.0711, -0.0323, -0.0646], [-0.0546, -0.0110, 0.0374], [0.0060, 0.0098, 0.0290], [-0.0227, 0.0445, -0.0317], [0.0376, -0.0403, 0.0218], [0.0007, 0.0057, 0.0044], [-0.0148, 0.0083, 0.0099], [-0.0169, -0.0228, 0.0226], [0.0024, -0.0026, 0.0035], [-0.0554, 0.0115, 0.0616], [0.0057, 0.0109, 0.0068], [-0.0069, 0.0072, 0.0009], [-0.0045, 0.0158, 0.0024], [0.0006, 0.0082, 0.0031], [0.0175, -0.0014, 0.0125], [0.0198, 0.0366, -0.0032], [0.0064, -0.0088, 0.0118], [0.0221, -0.0022, 0.0008], [0.0074, 0.0101, -0.0006], [0.0028, 0.0055, 0.0053]]}